Density functional theory data (the ωB97M-V functional and the def2-TZVPD basis) for C33H39FN4P2Sr as an isolated structure in a non-equilibrium geometry.

Max |F|, eV/Å: 5.09
LUMO, eV: -0.35

Element x y z (Å)
Sr1 0.009 0.440 3.101
P1 1.977 -0.486 1.168
P2 -1.162 -0.776 0.958
F1 -3.867 -0.184 8.229
N1 -2.538 -1.674 1.430
N2 -1.787 0.556 0.057
N3 3.267 -1.678 1.420
N4 3.037 0.824 0.621
C1 4.694 -2.914 2.703
C2 -3.632 0.204 5.907
C3 -1.494 -0.051 5.045
C4 0.570 2.908 -6.233
C5 -0.848 -0.356 6.205
C6 -1.971 1.864 0.581
C7 -3.636 -2.020 0.630
C8 -2.796 0.263 4.776
C9 -0.157 -1.754 -0.204
C10 -3.743 -3.199 2.597
C11 1.379 1.939 -5.423
C12 -0.997 -0.504 -5.441
C13 -0.774 2.396 -6.788
C14 -1.805 0.717 -5.140
C15 -1.717 1.935 -5.717
C16 4.051 0.809 -0.348
C17 -2.461 2.654 -0.438
C18 0.347 -0.289 -6.166
C19 3.685 2.971 0.287
C20 4.461 2.120 -0.573
C21 3.317 -2.973 0.876
C22 -3.045 -0.125 7.133
C23 2.820 2.161 1.002
C24 -2.610 -2.403 2.643
C25 4.091 -1.670 2.568
C26 1.218 -1.058 -0.458
C27 -4.384 -2.959 1.324
C28 -1.692 -0.400 7.324
C29 2.152 0.686 4.506
C30 1.291 0.591 -5.403
C31 4.211 -3.748 1.623
C32 -2.106 0.573 -1.302
C33 -2.540 1.850 -1.621
H1 1.504 1.434 5.002
H2 1.162 3.305 -7.075
H3 2.719 -3.223 0.026
H4 -4.076 -3.881 3.363
H5 2.007 0.029 -4.797
H6 0.231 -0.547 6.258
H7 2.957 1.001 3.848
H8 0.176 0.035 -7.199
H9 -3.738 -1.555 -0.328
H10 -1.866 -2.265 3.421
H11 3.761 4.048 0.352
H12 0.368 3.775 -5.585
H13 -2.601 0.546 -4.412
H14 -1.978 -0.326 -1.876
H15 -0.601 1.654 -7.576
H16 -1.762 2.079 1.637
H17 4.480 -4.768 1.423
H18 -1.256 3.262 -7.272
H19 -2.756 3.694 -0.370
H20 4.139 -0.789 3.194
H21 -1.589 -1.229 -6.025
H22 1.883 -1.741 -1.017
H23 2.171 2.418 -4.846
H24 -3.168 0.503 3.773
H25 -2.431 2.709 -5.419
H26 -2.888 2.157 -2.604
H27 4.363 -0.123 -0.782
H28 5.224 2.438 -1.279
H29 2.083 2.398 1.768
H30 1.087 -0.145 -1.071
H31 -0.017 -2.718 0.333
H32 -0.791 -1.000 -4.478
H33 -4.706 0.402 5.809
H34 -5.287 -3.438 0.958
H35 2.175 -0.316 4.951
H36 0.830 -1.279 -6.223
H37 -0.737 -1.927 -1.125
H38 -1.282 -0.644 8.318
H39 5.396 -3.213 3.464

Here are the Löwdin charges for atoms 1 to 8, given in e: atom 1 (Sr): 1.000, atom 2 (P): 0.989, atom 3 (P): 0.867, atom 4 (F): 0.009, atom 5 (N): -0.266, atom 6 (N): -0.253, atom 7 (N): -0.248, atom 8 (N): -0.258


Density functional theory data (the ωB97M-V functional and the def2-TZVPD basis) for C33H40CaN4P2 as an isolated structure in a non-equilibrium geometry.

ΔE to the lowest compared entry with this formula, charge and spin, kJ/mol: 244.1
Max |F|, eV/Å: 4.13
LUMO (alpha / beta), eV: -0.40 / -0.30

Element x y z (Å)
Ca1 0.870 -0.276 -2.124
P1 -2.166 -0.044 -0.223
P2 -0.039 -0.005 2.122
N1 -1.965 -0.248 -2.057
N2 1.219 -0.585 1.006
N3 0.939 0.401 3.506
N4 -3.701 0.877 -0.156
C1 0.469 -0.012 4.767
C2 2.833 -0.863 -0.603
C3 4.155 1.508 -4.108
C4 -5.945 1.128 0.077
C5 -0.312 1.584 1.232
C6 2.838 1.063 -4.802
C7 2.508 -2.133 -0.048
C8 -1.171 -4.316 5.199
C9 1.233 1.959 -3.072
C10 -5.319 2.363 0.433
C11 1.381 0.388 5.726
C12 2.173 1.051 3.692
C13 -0.643 -3.133 2.793
C14 -2.835 -2.774 0.300
C15 -3.951 2.187 0.287
C16 1.987 0.064 0.046
C17 -1.721 -2.681 3.466
C18 1.546 -1.941 0.903
C19 0.183 -4.154 3.175
C20 2.455 1.059 5.048
C21 -0.078 -4.741 4.444
C22 3.776 1.952 -1.653
C23 -2.335 -1.428 -3.955
C24 -2.016 -3.308 4.714
C25 -4.943 0.236 -0.283
C26 2.013 3.240 -2.972
C27 -2.006 -1.543 -2.621
C28 4.257 1.181 -2.642
C29 3.104 3.282 -1.878
C30 -0.986 1.385 -0.151
C31 -2.556 -0.050 -4.235
C32 -2.335 0.658 -3.075
C33 1.603 0.980 -3.969
H1 2.661 3.624 -0.928
H2 2.991 -3.083 -0.286
H3 -1.366 -4.762 6.173
H4 4.050 1.767 -0.602
H5 -2.892 -2.986 5.282
H6 -7.003 0.924 0.087
H7 -2.888 0.360 -5.183
H8 -0.954 2.208 1.877
H9 -2.365 -1.877 3.093
H10 -1.886 -3.301 0.535
H11 -1.524 2.288 -0.466
H12 1.288 0.215 6.776
H13 -2.544 1.693 -2.832
H14 2.734 1.445 2.851
H15 1.013 -4.515 2.572
H16 2.478 3.478 -3.940
H17 3.031 0.094 -5.281
H18 -3.085 -2.144 1.169
H19 4.904 0.320 -2.412
H20 0.642 2.120 1.112
H21 -5.814 3.265 0.771
H22 -3.143 2.882 0.467
H23 4.994 0.998 -4.613
H24 -0.199 1.308 -0.931
H25 -0.463 -0.537 4.839
H26 3.317 1.497 5.538
H27 3.773 -0.610 -1.080
H28 -2.446 -2.241 -4.665
H29 0.183 2.054 -2.751
H30 2.094 1.138 0.081
H31 3.849 4.063 -2.141
H32 4.312 2.585 -4.282
H33 1.032 -2.643 1.537
H34 2.618 1.771 -5.614
H35 -2.043 -2.385 -1.943
H36 0.600 -5.519 4.810
H37 1.305 4.059 -2.774
H38 -3.649 -3.335 -0.187
H39 -4.977 -0.790 -0.604
H40 0.855 0.260 -4.362

Here are the Löwdin charges for atoms 1 to 8, given in e: atom 1 (Ca): 1.303, atom 2 (P): 1.121, atom 3 (P): 1.058, atom 4 (N): -0.296, atom 5 (N): -0.188, atom 6 (N): -0.257, atom 7 (N): -0.245, atom 8 (C): -0.127


Density functional theory data (the ωB97M-V functional and the def2-TZVPD basis) for a 8-piece molecular cluster, C33H40F3N3O21S2 overall in a non-equilibrium geometry.

Max |F|, eV/Å: 5.12
LUMO, eV: -0.88

Element x y z (Å)
S1 2.610 -9.224 -6.734
S2 3.911 2.256 -8.855
F1 -5.330 6.314 8.036
F2 6.060 2.574 3.562
F3 3.451 7.880 8.101
O1 0.091 5.600 7.603
O2 -5.344 7.835 6.343
O3 2.428 -10.567 -7.749
O4 1.993 6.689 6.821
O5 2.962 2.262 -9.969
O6 2.033 0.373 11.475
O7 -4.482 8.384 4.359
O8 8.902 3.422 3.350
O9 8.952 5.302 4.590
O10 -10.976 -0.368 -5.272
O11 3.136 2.519 -7.442
O12 5.092 3.096 -8.885
O13 3.950 -8.613 -6.960
O14 -9.184 -0.492 -4.024
O15 0.553 7.823 8.076
O16 2.194 -9.569 -5.366
O17 -4.945 6.268 4.802
O18 2.124 -0.783 13.340
O19 -1.950 -1.660 -1.808
O20 7.070 4.558 3.523
O21 0.042 -2.386 -1.783
N1 -9.716 -0.489 -5.125
N2 1.997 -0.749 12.070
N3 -0.862 -1.859 -1.216
C1 1.255 -4.171 9.597
C2 6.636 3.390 2.762
C3 1.099 -1.799 9.937
C4 -1.365 0.580 1.593
C5 4.303 0.495 -8.543
C6 -0.359 0.274 2.476
C7 -4.892 7.540 5.100
C8 1.852 1.929 -7.274
C9 -5.566 5.626 5.857
C10 -7.481 -0.203 -6.263
C11 1.696 -4.347 10.886
C12 0.935 -2.939 9.154
C13 -8.862 -0.379 -6.316
C14 1.374 -11.432 -7.394
C15 2.583 7.945 7.042
C16 1.348 1.889 -5.817
C17 -7.326 0.274 -8.612
C18 1.147 -12.575 -8.389
C19 -6.742 0.205 -7.366
C20 -8.751 0.143 -8.728
C21 -9.519 -0.208 -7.546
C22 0.552 -0.743 2.151
C23 -0.649 -1.231 0.115
C24 1.433 8.761 7.550
C25 1.630 -1.973 11.254
C26 1.806 -3.292 11.749
C27 1.334 -8.069 -7.404
C28 -1.582 -0.221 0.448
C29 0.834 6.589 7.587
C30 -5.920 6.700 6.913
C31 8.342 4.502 3.874
C32 0.400 -1.518 0.993
C33 8.055 2.819 2.410
H1 8.072 1.730 2.463
H2 1.977 -13.277 -8.307
H3 1.923 -5.341 11.242
H4 8.385 3.046 1.396
H5 -6.897 -0.335 -5.363
H6 1.845 0.901 -7.636
H7 0.183 -13.035 -8.172
H8 1.372 -1.017 2.798
H9 -6.676 0.428 -9.460
H10 -9.221 0.220 -9.698
H11 1.465 -11.755 -6.356
H12 -6.983 6.927 7.000
H13 0.945 2.864 -5.542
H14 1.715 9.546 8.251
H15 2.104 -3.611 12.737
H16 -6.483 5.082 5.633
H17 -0.215 0.846 3.380
H18 0.954 -0.883 9.384
H19 0.627 1.078 -5.723
H20 -10.592 -0.329 -7.561
H21 5.369 0.366 -8.732
H22 1.018 -2.382 0.796
H23 0.518 -2.878 8.160
H24 3.168 8.344 6.213
H25 -2.456 0.055 -0.124
H26 2.225 1.495 -5.303
H27 4.134 0.351 -7.476
H28 0.480 -10.825 -7.536
H29 1.004 -5.008 8.962
H30 1.116 -12.248 -9.429
H31 -4.804 4.911 6.171
H32 -2.086 1.378 1.699
H33 0.925 9.384 6.815
H34 1.218 -8.087 -8.488
H35 0.347 -8.272 -6.989
H36 1.110 2.370 -7.939
H37 -5.700 0.473 -7.274
H38 1.756 -7.097 -7.146
H39 6.074 3.581 1.848
H40 3.724 0.051 -9.352

Here are the Löwdin charges for atoms 1 to 8, given in e: atom 1 (S): 0.722, atom 2 (S): 0.658, atom 3 (F): 0.102, atom 4 (F): 0.140, atom 5 (F): 0.050, atom 6 (O): 0.131, atom 7 (O): 0.145, atom 8 (O): -0.266


The lowest max |F| belongs to which entry?
C33H40CaN4P2